No. 1
ORCA calculation (ωB97M-V/def2-TZVPD) on a structure of composition C17H12IrN4O2Se.

## Properties
HOMO (alpha / beta) = -15.9 / -15.9 eV
E_LUMO (alpha / beta) = -9.1 / -10.0 eV
Net charge = +2
Spin multiplicity = 2
Molar mass = 575.49 g/mol
<S²> = 0.75
Relative energy (zero: lowest compared OMol25 entry of this formula, charge and spin) = 0.271 eV
E_tot = -3529.6766 a.u.
HOMO-LUMO gap (alpha / beta) = 6.774 / 5.872 eV

```
37
C17H12IrN4O2Se (ωB97M-V/def2-TZVPD)
Ir 0.143 0.517 -0.691
O -3.714 0.915 -1.604
C -2.561 0.636 -1.568
N -1.550 1.387 -0.908
C -1.777 2.531 -0.094
O -2.824 3.066 0.066
C -0.484 2.997 0.541
C -0.428 4.097 1.360
C 0.811 4.482 1.867
C 1.949 3.778 1.500
C 1.823 2.668 0.686
N 0.622 2.273 0.236
C -1.964 -0.580 -2.246
C -2.726 -1.457 -2.976
C -2.088 -2.523 -3.605
C -0.709 -2.644 -3.515
C 0.000 -1.738 -2.750
N -0.624 -0.738 -2.107
H -1.342 4.633 1.577
H 0.885 5.327 2.539
H 2.930 4.079 1.838
H 2.683 2.090 0.374
H -3.793 -1.288 -3.047
H -2.664 -3.249 -4.164
H -0.179 -3.433 -4.030
H 1.077 -1.795 -2.651
Se -0.668 -0.560 1.141
C 0.757 -1.683 1.704
C 0.730 -3.024 1.347
C 1.717 -3.835 1.898
N 2.654 -3.390 2.729
C 2.657 -2.100 3.050
C 1.726 -1.187 2.566
H -0.021 -3.438 0.688
H 1.750 -4.891 1.657
H 3.438 -1.774 3.726
H 1.760 -0.149 2.870
```

---

No. 2
ORCA calculation (ωB97M-V/def2-TZVPD) on a structure of composition C17H12NO5PtS at a distorted geometry.

## Properties
HOMO (alpha / beta) = -16.5 / -18.6 eV
E_LUMO (alpha / beta) = -10.4 / -14.4 eV
Net charge = +3
Spin multiplicity = 5
Molar mass = 537.43 g/mol
<S²> = 6.03
E_tot = -1602.0300 a.u.
HOMO-LUMO gap (alpha / beta) = 6.151 / 4.234 eV

```
37
C17H12NO5PtS (ωB97M-V/def2-TZVPD)
O -0.212 0.245 -5.849
C -0.119 -0.446 -4.965
Pt -1.115 -0.850 -2.624
O -2.156 1.381 -4.501
C -1.868 0.675 -3.640
C -2.590 -1.277 -1.352
O -3.407 -1.601 -0.599
C 0.619 -1.968 -2.127
O 0.777 -2.695 -1.209
C -1.733 -2.217 -3.921
O -2.256 -3.056 -4.515
H 0.812 -1.612 -3.153
N -0.365 0.468 -1.248
S -0.885 0.488 0.318
C -0.154 -0.893 1.225
C -0.981 -1.798 1.913
C -0.405 -2.777 2.728
C 0.975 -2.933 2.775
C 1.785 -2.064 2.054
C 1.215 -1.080 1.246
C -0.020 1.900 0.933
C 0.420 2.942 0.121
C 1.135 3.985 0.709
C 1.358 4.040 2.081
C 0.918 2.970 2.872
C 0.240 1.890 2.309
H 0.497 1.014 -1.377
H -2.071 -1.681 1.859
H -1.033 -3.438 3.326
H 1.428 -3.766 3.311
H 2.862 -2.128 2.118
H 1.828 -0.384 0.662
H 0.140 2.939 -0.929
H 1.460 4.785 0.062
H 1.960 4.851 2.501
H 1.089 3.007 3.942
H -0.145 1.082 2.948
```

---

No. 3
ORCA calculation (ωB97M-V/def2-TZVPD) on a structure of composition C17H12O11P2PtS6 at a distorted geometry.

## Properties
HOMO = -2.2 eV
E_LUMO = 4.0 eV
Net charge = -2
Molar mass = 841.70 g/mol
E_tot = -4674.2421 a.u.
HOMO-LUMO gap = 6.201 eV

```
49
C17H12O11P2PtS6 (ωB97M-V/def2-TZVPD)
Pt -0.805 0.139 0.194
O 1.395 1.014 3.956
P 0.674 1.102 2.506
O -0.407 2.103 2.645
O 0.345 -0.310 2.047
O 1.864 1.634 1.558
P 2.336 1.072 0.096
O 2.497 2.477 -0.700
O 3.665 0.442 0.210
O 1.204 0.319 -0.592
H 1.074 1.786 4.432
H 3.400 2.770 -0.538
S 0.622 4.417 -5.400
C 0.115 3.501 -4.109
S 0.125 4.053 -2.484
C -0.536 2.622 -1.744
C -0.797 1.613 -2.574
S -1.571 0.154 -2.033
S -0.417 1.868 -4.253
S -0.846 2.532 -0.027
S -2.649 -0.179 1.557
C -4.135 0.085 0.657
C -4.338 1.160 -0.213
C -5.562 1.331 -0.838
C -6.608 0.444 -0.607
C -6.414 -0.622 0.259
C -5.189 -0.804 0.884
H -3.531 1.859 -0.381
H -5.701 2.168 -1.513
H -7.563 0.582 -1.101
H -7.217 -1.328 0.439
H -5.016 -1.645 1.543
O -2.500 -3.180 0.654
C -1.352 -3.049 0.257
O -0.701 -2.012 -0.132
C -0.504 -4.313 0.115
C 0.882 -4.230 0.092
C 1.680 -5.376 0.002
C 1.023 -6.578 -0.079
O 1.568 -7.846 -0.181
C 0.464 -8.739 -0.212
O -0.738 -7.989 -0.165
C -0.353 -6.660 -0.064
C -1.150 -5.551 0.040
H 1.333 -3.248 0.147
H 2.760 -5.319 -0.009
H 0.513 -9.410 0.654
H 0.495 -9.326 -1.136
H -2.229 -5.601 0.073
```

---

No. 4
ORCA calculation (ωB97M-V/def2-TZVPD) on a structure of composition C17H13AuF6N5O8S3Se at a distorted geometry.

## Properties
HOMO = -12.5 eV
E_LUMO = -6.1 eV
Net charge = +1
Molar mass = 901.43 g/mol
E_tot = -5861.8433 a.u.
HOMO-LUMO gap = 6.474 eV

```
54
C17H13AuF6N5O8S3Se (ωB97M-V/def2-TZVPD)
Au -0.761 -0.111 -0.384
F 1.411 5.184 -1.693
C 0.197 5.276 -1.170
F 0.246 6.001 -0.065
F -0.620 5.848 -2.041
S -0.364 3.549 -0.780
O 0.020 3.265 0.572
O 0.101 2.690 -1.832
N -1.953 3.729 -0.869
S -2.772 2.455 -1.045
O -2.283 1.291 -0.206
O -3.136 2.029 -2.360
C -4.320 2.850 -0.115
F -4.953 3.815 -0.755
F -5.076 1.755 -0.090
F -4.034 3.222 1.117
O 0.718 -1.272 -1.102
C 1.641 -0.466 -0.735
N 1.203 0.584 -0.062
S 2.559 1.641 0.307
O 2.580 1.743 1.727
O 2.672 2.777 -0.531
C 3.710 0.432 -0.296
C 5.083 0.539 -0.244
C 5.810 -0.485 -0.845
C 5.180 -1.559 -1.468
C 3.796 -1.651 -1.509
C 3.076 -0.630 -0.910
H 5.572 1.378 0.230
H 6.891 -0.441 -0.833
H 5.783 -2.330 -1.929
H 3.296 -2.480 -1.990
Se -3.546 -0.792 -2.142
N -2.218 -1.329 -1.014
C -2.455 -2.572 -0.593
C -1.635 -3.384 0.233
C -2.061 -4.647 0.495
C -3.283 -5.187 -0.026
C -4.065 -4.454 -0.850
C -3.655 -3.122 -1.169
N -4.319 -2.340 -2.004
H -0.708 -3.005 0.636
H -1.442 -5.283 1.116
H -3.563 -6.197 0.241
H -4.980 -4.827 -1.288
C 0.040 0.408 3.464
C 0.596 -0.762 2.711
N 1.815 -1.199 3.049
O -0.032 -1.290 1.782
H 0.465 0.506 4.461
H -1.040 0.299 3.529
H 0.273 1.317 2.905
H 2.330 -0.781 3.803
H 2.209 -1.987 2.564
```

---

No. 5
ORCA calculation (ωB97M-V/def2-TZVPD) on a structure of composition C17H13Cl2F5FeN6O3STe.

## Properties
HOMO (alpha / beta) = -2.0 / -2.5 eV
E_LUMO (alpha / beta) = 4.7 / 4.7 eV
Net charge = -2
Spin multiplicity = 5
Molar mass = 730.74 g/mol
<S²> = 6.28
Relative energy (zero: lowest compared OMol25 entry of this formula, charge and spin) = 0.000 eV
E_tot = -4559.6509 a.u.
HOMO-LUMO gap (alpha / beta) = 6.623 / 7.133 eV

```
49
C17H13Cl2F5FeN6O3STe (ωB97M-V/def2-TZVPD)
Fe -0.571 -0.834 0.366
N -0.980 -7.263 -1.877
C -1.531 -5.965 -1.781
C -1.520 -5.286 -0.565
C -2.061 -4.018 -0.463
C -2.623 -3.420 -1.583
C -2.645 -4.086 -2.795
C -2.111 -5.362 -2.893
S -3.233 -1.760 -1.447
O -3.939 -1.693 -0.194
O -3.976 -1.471 -2.652
N -1.925 -0.832 -1.305
C -1.218 -0.445 -2.414
N -1.299 -1.100 -3.582
C -0.540 -0.640 -4.565
C 0.318 0.435 -4.431
C 0.351 1.020 -3.172
N -0.424 0.620 -2.184
H -0.252 -7.410 -1.192
H -0.611 -7.449 -2.798
H -1.055 -5.741 0.303
H -2.028 -3.480 0.478
H -3.063 -3.584 -3.657
H -2.125 -5.887 -3.843
H -0.612 -1.176 -5.509
H 0.965 0.760 -5.233
H 1.033 1.834 -2.945
N 1.399 -0.030 2.513
C 0.922 0.000 1.350
H 2.322 0.417 2.488
F 0.600 -2.168 -0.234
Te 3.167 -0.501 -0.570
F 3.400 1.257 -1.183
F 4.913 -0.844 -1.353
F 4.141 0.226 1.008
F 2.423 -0.716 -2.359
O 1.337 0.483 0.209
Cl -3.057 -3.207 3.485
C -3.406 -1.513 3.292
C -4.442 -0.976 4.023
C -4.758 0.372 3.899
C -4.026 1.161 3.018
C -2.999 0.605 2.287
Cl -2.143 1.627 1.170
C -2.604 -0.763 2.381
N -1.623 -1.326 1.694
H -5.003 -1.618 4.690
H -5.571 0.800 4.472
H -4.259 2.210 2.888
```

---

Q: Which of these has the highest E_tot?
A: C17H12NO5PtS